A molecular structure, C40H29F9N5PSV at a distorted geometry, computed with ωB97M-V with the def2-TZVPD basis set.

Geometry as XYZ:
```
86
Properties=species:S:1:pos:R:3
V 0.28 -1.50 -1.20
N 0.14 1.39 -4.31
C 0.25 0.18 -3.68
S -1.21 -0.61 -3.15
N 1.42 -0.34 -3.49
N 1.32 -1.48 -2.75
C 1.79 -2.60 -3.24
C 1.34 -3.77 -2.56
C 1.69 -5.07 -2.92
C 1.14 -6.14 -2.26
C 0.25 -5.89 -1.22
C -0.06 -4.58 -0.91
N 0.45 -3.52 -1.55
H -0.73 1.54 -4.80
H 0.97 1.71 -4.80
H 2.36 -2.64 -4.15
H 2.40 -5.22 -3.73
H 1.40 -7.16 -2.51
H -0.21 -6.69 -0.66
H -0.72 -4.41 -0.07
N -1.27 -1.87 0.25
C -0.98 -1.99 1.66
C -2.01 -1.70 2.56
C -1.83 -1.77 3.93
C -0.59 -2.15 4.41
C 0.43 -2.46 3.53
C 0.27 -2.41 2.13
C 1.47 -2.69 1.30
C 2.41 -3.60 1.81
C 3.66 -3.75 1.24
C 4.01 -2.95 0.17
C 3.06 -2.09 -0.38
C 1.75 -1.98 0.10
H -1.56 -2.77 -0.12
H -2.08 -1.26 0.12
H -2.98 -1.42 2.17
H -2.64 -1.53 4.60
H -0.41 -2.21 5.48
H 1.40 -2.71 3.92
H 2.15 -4.22 2.66
H 4.36 -4.47 1.65
H 5.00 -3.02 -0.27
H 3.36 -1.50 -1.24
F 1.85 6.25 -4.11
C 2.16 6.18 -2.79
F 1.68 7.30 -2.22
F 3.51 6.24 -2.71
C 1.60 4.94 -2.17
C 0.31 4.96 -1.67
C -0.25 3.80 -1.16
C 0.47 2.61 -1.15
C 1.78 2.62 -1.61
C 2.35 3.77 -2.12
P -0.18 1.01 -0.48
C -2.00 1.37 -0.48
C -2.80 1.06 0.61
C -4.18 1.18 0.56
C -4.78 1.66 -0.60
C -3.99 2.05 -1.68
C -2.62 1.89 -1.62
C -6.27 1.74 -0.72
F -6.89 1.60 0.46
F -6.74 0.77 -1.53
F -6.67 2.91 -1.25
C 0.17 1.41 1.30
C 1.15 0.67 1.96
C 1.45 0.93 3.29
C 0.80 1.95 3.95
C -0.15 2.72 3.30
C -0.45 2.46 1.98
C 1.12 2.19 5.40
F 0.53 3.29 5.89
F 2.45 2.33 5.60
F 0.73 1.15 6.17
H -0.26 5.88 -1.68
H -1.26 3.85 -0.78
H 2.36 1.70 -1.59
H 3.37 3.77 -2.49
H -2.34 0.74 1.54
H -4.79 0.92 1.41
H -4.46 2.46 -2.56
H -2.02 2.21 -2.46
H 1.67 -0.11 1.42
H 2.20 0.33 3.80
H -0.64 3.53 3.82
H -1.19 3.07 1.47
```

Values from the calculation:
Expectation value of S²: 3.79
E_LUMO (spin up / spin down), eV: -0.07 / -0.72
Spin multiplicity: 4
E_HOMO (spin up / spin down), eV: -6.73 / -8.09
ΔE to the lowest compared entry with this formula, charge and spin, eV: 1.561